1.
C4H5BrS | ωB97M-V/def2-TZVPD

Geometry as XYZ:
```
11
Properties=species:S:1:pos:R:3:forces:R:3
C 1.143 0.112 -0.278 4.172 0.156 1.305
C 2.319 0.020 0.107 -3.318 -0.215 -1.366
C -1.082 -0.928 -0.044 -2.939 2.048 -3.707
C -0.257 0.318 -0.491 -2.127 0.555 -0.395
S -0.904 1.949 0.245 0.406 -0.309 0.870
Br 4.023 -0.452 0.474 -0.232 0.214 0.000
H -0.776 -1.220 0.892 0.391 -1.053 2.078
H -1.058 -1.688 -0.852 0.679 0.040 0.800
H -2.217 -0.626 -0.122 2.131 -0.448 0.785
H -0.571 0.571 -1.556 0.877 -0.451 1.113
H -0.620 1.944 1.624 -0.038 -0.536 -1.482
```
Positions in Å, forces in eV/Å.

Relative energy (zero: lowest compared OMol25 entry of this formula, charge and spin), kcal per mole: 31.59

These are the natural (NBO) partial charges, in e, on atoms 1 to 2: number 1, C, carries -0.053; number 2, C, carries -0.170

=====

2.
C4H5Cl | ωB97M-V/def2-TZVPD

Geometry as XYZ:
```
10
Properties=species:S:1:pos:R:3:forces:R:3
C -0.074 -1.753 0.249 -0.068 0.169 0.029
C 0.306 0.688 -0.235 -0.083 0.133 -0.340
C -0.534 -0.543 -0.020 -0.070 0.093 0.031
C -0.072 1.806 0.679 -0.133 -0.708 0.547
Cl 0.078 3.311 -0.032 0.174 0.325 -0.401
H 0.978 -1.951 0.376 0.236 0.022 -0.001
H -0.738 -2.592 0.368 -0.134 -0.104 -0.006
H 1.341 0.457 0.047 0.125 0.105 0.095
H 0.316 0.960 -1.299 0.037 0.051 0.026
H -1.600 -0.382 -0.134 -0.084 -0.086 0.018
```
Positions in Å, forces in eV/Å.

Relative energy (zero: lowest compared OMol25 entry of this formula, charge and spin), kcal per mole: 58.92

These are the natural (NBO) partial charges, in e, on atoms 1 to 2: number 1, C, carries -0.376; number 2, C, carries -0.633

=====

3.
C4H5Cl | ωB97M-V/def2-TZVPD

Geometry as XYZ:
```
10
Properties=species:S:1:pos:R:3:forces:R:3
C -0.777 -1.280 -0.163 2.510 0.534 -2.486
C -0.102 0.046 -0.527 -1.375 2.388 1.733
C 1.096 0.485 0.153 4.055 8.232 8.887
C 1.459 1.502 1.037 -2.676 -4.585 -2.682
H -1.309 -1.267 0.746 0.194 0.034 1.529
H -1.607 -1.198 -0.905 0.835 -1.572 -0.010
H 0.184 -1.981 -0.237 -3.022 0.399 -0.045
H -0.676 0.942 -0.103 -0.426 -1.481 -1.599
H 1.508 2.479 2.237 0.299 -3.666 -4.375
Cl 0.226 0.271 -2.238 -0.394 -0.284 -0.951
```
Positions in Å, forces in eV/Å.

Relative energy (zero: lowest compared OMol25 entry of this formula, charge and spin), kcal per mole: 132.00

These are the natural (NBO) partial charges, in e, on atoms 1 to 2: number 1, C, carries -0.619; number 2, C, carries -0.314

=====

4.
C4H5Cl2NS | ωB97M-V/def2-TZVPD

Geometry as XYZ:
```
13
Properties=species:S:1:pos:R:3:forces:R:3
C -0.207 -0.103 1.466 -2.403 -5.882 -0.188
C -0.535 -0.872 -0.846 1.198 -2.219 0.632
C 0.282 -0.009 0.105 1.036 -0.746 -1.092
C 0.310 1.340 -0.546 0.619 3.248 1.396
N -0.903 -1.737 1.693 2.305 5.554 1.119
S -1.168 -2.344 0.292 0.217 0.646 -2.926
Cl 0.340 0.571 2.843 0.487 0.667 0.779
Cl 2.058 -0.706 -0.142 -0.247 0.141 0.718
H -1.318 -0.185 -1.051 -1.431 -0.287 -0.844
H 0.101 -1.259 -1.757 -1.615 0.913 1.851
H 1.272 1.863 -0.442 0.193 -0.810 -0.453
H -0.257 2.183 -0.040 -0.416 -1.519 -0.449
H 0.025 1.259 -1.575 0.057 0.295 -0.543
```
Positions in Å, forces in eV/Å.

Relative energy (zero: lowest compared OMol25 entry of this formula, charge and spin), kcal per mole: 89.34

These are the natural (NBO) partial charges, in e, on atoms 1 to 2: number 1, C, carries 0.069; number 2, C, carries -0.530

=====

5.
C4H5Cl4NO | ωB97M-V/def2-TZVPD

Geometry as XYZ:
```
15
Properties=species:S:1:pos:R:3:forces:R:3
C -0.341 -1.289 1.477 0.774 0.754 0.888
C -0.506 0.040 0.934 -0.509 1.428 -1.694
C -0.062 0.066 2.307 0.844 -1.620 -0.128
C 0.213 0.839 -1.992 -0.977 1.021 -0.335
N 1.047 0.757 -0.938 1.600 -1.614 2.460
O -0.003 -0.354 -2.679 0.487 -0.487 2.099
Cl 0.972 -2.422 1.190 -0.382 0.400 -0.317
Cl -1.933 0.821 0.308 0.605 -0.751 0.558
Cl 1.653 0.457 2.560 -0.840 0.028 0.228
Cl -1.133 0.236 3.688 0.313 0.434 -0.354
H -1.239 -1.768 1.791 -0.464 -0.533 0.209
H -0.668 1.307 -1.567 -1.156 -0.174 -0.231
H 0.614 1.731 -2.461 0.336 0.105 -1.648
H 1.560 -0.141 -1.034 -0.189 0.405 0.455
H -0.175 -0.281 -3.583 -0.443 0.604 -2.190
```
Positions in Å, forces in eV/Å.

Relative energy (zero: lowest compared OMol25 entry of this formula, charge and spin), kcal per mole: 84.79

These are the natural (NBO) partial charges, in e, on atoms 1 to 2: number 1, C, carries -0.289; number 2, C, carries 0.013

=====

6.
C4H5ClN2 | ωB97M-V/def2-TZVPD

Geometry as XYZ:
```
12
Properties=species:S:1:pos:R:3:forces:R:3
C -1.059 2.344 0.315 2.136 -1.617 -0.396
C -0.142 1.589 0.020 -2.316 1.671 0.538
C -0.741 -1.273 -0.692 -1.849 0.243 -2.860
C 0.911 0.759 -0.469 0.820 -0.799 1.278
N -0.597 -1.634 0.517 1.342 1.307 0.121
N 1.665 0.207 0.413 -0.140 0.569 1.104
Cl 3.125 -0.635 0.028 -0.840 0.278 -0.699
H -1.801 3.010 0.673 -0.154 0.075 -0.048
H -1.580 -1.736 -1.352 1.218 -0.106 1.526
H 1.048 0.749 -1.503 0.466 -0.101 -1.628
H -0.928 -2.360 1.097 -1.044 -1.075 0.388
H 0.098 -1.021 0.952 0.360 -0.445 0.677
```
Positions in Å, forces in eV/Å.

Relative energy (zero: lowest compared OMol25 entry of this formula, charge and spin), kcal per mole: 147.95

These are the natural (NBO) partial charges, in e, on atoms 1 to 2: number 1, C, carries -0.184; number 2, C, carries -0.044

=====

7.
C4H5ClN2 | ωB97M-V/def2-TZVPD

Geometry as XYZ:
```
12
Properties=species:S:1:pos:R:3:forces:R:3
C -0.469 0.331 -0.521 1.644 -2.393 0.913
C 0.134 0.762 0.948 -1.423 0.145 -1.028
C 0.177 -1.124 -0.124 2.223 3.433 -1.333
C 0.075 0.852 -1.815 -1.171 2.828 -4.302
H 0.931 1.581 0.893 -0.364 -1.696 0.061
H -0.677 1.094 1.598 0.121 0.732 -0.217
H 0.820 -1.159 1.995 -1.355 1.518 -2.519
H -0.382 -2.004 -0.110 -0.669 -1.524 -1.533
H 1.140 -0.942 -0.651 -0.069 -1.760 -0.056
N 0.235 -0.684 1.191 2.307 0.332 4.796
N 0.187 1.358 -2.907 -0.082 -2.719 5.581
Cl -2.169 -0.064 -0.499 -1.162 1.103 -0.362
```
Positions in Å, forces in eV/Å.

Relative energy (zero: lowest compared OMol25 entry of this formula, charge and spin), kcal per mole: 83.58

These are the natural (NBO) partial charges, in e, on atoms 1 to 2: number 1, C, carries -0.167; number 2, C, carries -0.198

=====

8.
C4H5ClN2O | ωB97M-V/def2-TZVPD

Geometry as XYZ:
```
13
Properties=species:S:1:pos:R:3:forces:R:3
C 3.618 0.018 0.403 -4.119 -0.594 0.496
C 1.514 0.053 -0.793 -3.559 -5.707 10.023
C -0.774 0.311 0.119 1.403 -0.135 1.739
C 0.139 -0.471 -0.810 -0.487 -0.335 -2.397
N 4.730 -0.088 0.464 4.778 0.117 0.007
N 2.299 -0.085 0.480 -1.454 0.545 -1.103
O 1.998 0.652 -1.662 4.746 5.751 -8.471
Cl 0.277 -2.228 -0.276 -0.387 -0.415 0.145
H -0.184 0.667 1.013 -0.362 -0.622 -0.713
H -0.987 1.242 -0.350 -0.935 0.543 -0.545
H -1.586 -0.265 0.555 -0.421 0.155 -0.563
H -0.207 -0.528 -1.953 0.543 0.336 2.681
H 1.867 -0.373 1.378 0.254 0.362 -1.299
```
Positions in Å, forces in eV/Å.

2S+1: 3
Relative energy (zero: lowest compared OMol25 entry of this formula, charge and spin), kcal per mole: 66.52

These are the natural (NBO) partial charges, in e, on atoms 1 to 2: number 1, C, carries 0.395; number 2, C, carries 0.308

=====

9.
C4H5ClN2O2S2 | ωB97M-V/def2-TZVPD

Geometry as XYZ:
```
16
Properties=species:S:1:pos:R:3:forces:R:3
C -0.471 -1.158 1.650 0.231 0.436 -0.992
C -1.688 0.206 2.837 -0.133 0.874 -0.488
C -0.502 -0.122 0.747 -0.526 -0.397 1.122
C 0.484 -0.859 -1.225 -0.071 -0.183 0.013
N -1.136 -0.948 2.802 -0.217 -0.611 0.847
N 0.165 0.059 -0.424 0.419 0.815 -0.756
O -0.724 3.800 -1.966 -0.619 -0.193 0.592
O -2.827 4.353 -0.876 0.019 -0.242 0.271
S -1.421 1.202 1.433 0.240 -0.959 0.432
S -1.634 3.565 -0.868 0.225 0.679 -1.029
Cl 2.263 3.317 -2.324 0.253 -0.035 -0.047
H 0.060 -2.083 1.509 0.179 -0.104 -0.081
H -2.277 0.565 3.656 -0.201 0.100 0.215
H 0.198 -1.906 -1.119 -0.069 -0.069 0.138
H 1.080 -0.579 -2.080 0.103 -0.033 -0.230
H 0.999 3.562 -2.285 0.166 -0.077 -0.008
```
Positions in Å, forces in eV/Å.

These are the natural (NBO) partial charges, in e, on atoms 1 to 2: number 1, C, carries -0.075; number 2, C, carries -0.117

=====

10.
C4H5ClN2O3S | ωB97M-V/def2-TZVPD

Geometry as XYZ:
```
16
Properties=species:S:1:pos:R:3:forces:R:3
C 0.953 -2.662 0.989 0.990 -2.257 1.232
C 1.357 -1.259 -0.557 -2.671 0.452 1.423
C 0.191 -0.873 0.078 -2.246 3.591 -0.883
C -0.338 2.341 -0.093 -3.107 0.024 -1.128
N 1.778 -2.370 0.031 1.805 -1.445 -0.455
N -0.016 -1.742 1.087 0.233 -1.245 0.323
O -2.191 0.615 1.014 -0.469 -0.060 1.350
O -2.040 0.761 -1.421 -0.741 -0.391 -2.087
O 0.276 2.701 -1.259 0.833 -0.692 -1.684
S -1.420 0.774 -0.162 3.916 -1.016 0.383
Cl 2.020 -0.507 -1.867 0.974 0.636 -1.409
H 1.069 -3.619 1.625 -0.447 2.041 -0.977
H -1.048 3.166 0.152 0.236 -0.893 0.663
H 0.239 1.949 0.699 1.622 0.558 0.757
H -0.657 -1.827 1.835 -1.145 0.719 0.244
H -0.173 2.552 -2.151 0.216 -0.023 2.249
```
Positions in Å, forces in eV/Å.

Relative energy (zero: lowest compared OMol25 entry of this formula, charge and spin), kcal per mole: 57.78

These are the natural (NBO) partial charges, in e, on atoms 1 to 2: number 1, C, carries 0.161; number 2, C, carries -0.032

=====

| no. | energy (eV) |
| --- | --- |
| 1 | -85103.883 |
| 2 | -16747.568 |
| 3 | -16744.399 |
| 4 | -41594.899 |
| 5 | -57850.977 |
| 6 | -19725.529 |
| 7 | -19728.321 |
| 8 | -21773.073 |
| 9 | -45495.662 |
| 10 | -36705.922 |